C2H3N3OS2 | ωB97M-V with the def2-TZVPD basis set

```
! wB97M-V def2-TZVPD RIJCOSX def2/J DEFGRID3
* xyz 0 1
C 1.3538 -0.3774 0.0048
C -0.7051 -0.7265 -0.0386
H -2.0712 1.0446 0.8021
H -2.0180 1.9843 -0.4734
H 3.0853 -1.8262 -0.1490
N -1.3941 1.5967 0.2470
N -0.5129 0.6517 -0.3719
N 0.5070 -1.3559 0.0272
O 0.9026 0.8756 -0.0909
S 3.0699 -0.4974 0.0470
S -2.2173 -1.3696 -0.0043
*
```

Output
- frontier orbital gap (Eh) = 0.3221
- energy above the lowest of the compared OMol25 structures with the same formula, charge and spin (kcal per mole) = 42.7
- SMILES string = Nn1oc(S)nc1=S
- HOMO energy (eV) = -8.979